DFT (the ωB97M-V functional and the def2-TZVPD basis) results for a 10-piece molecular cluster, C38H63N3O21 overall at a distorted geometry.

```
125
Properties=species:S:1:pos:R:3:forces:R:3
C 1.175 -5.649 3.160 0.9 0.4 -2.4
C 2.674 -6.116 2.928 -3.2 -0.8 0.6
C 3.506 -5.248 2.063 -1.3 0.0 -1.3
O 4.576 -4.866 2.841 1.5 1.0 -0.6
C 4.458 -5.363 4.064 3.2 1.2 2.8
O 5.290 -5.178 4.954 -2.4 -0.8 -2.2
O 3.336 -6.033 4.142 -0.4 -1.2 2.5
H 1.128 -4.663 3.574 0.5 0.5 0.5
H 0.608 -6.281 3.790 -0.3 -1.0 0.7
H 0.606 -5.518 2.185 0.9 -0.6 0.9
H 2.668 -7.164 2.600 0.0 0.2 0.1
H 2.859 -4.425 1.775 0.5 0.5 -0.5
H 3.818 -5.861 1.241 0.4 0.3 -0.9
C -4.071 -0.400 -1.724 -1.5 0.0 0.4
C -3.901 -0.103 -0.223 0.8 0.0 -1.8
C -5.130 0.213 0.539 -1.5 0.7 0.2
O -5.005 -0.613 1.706 -1.7 1.1 1.3
C -4.018 -1.449 1.588 1.2 -4.3 1.2
O -3.715 -2.419 2.319 -1.1 3.3 -1.6
O -3.426 -1.252 0.430 1.5 -1.4 -0.6
H -3.132 -0.717 -2.172 0.0 0.1 0.0
H -4.442 0.516 -2.235 0.4 -0.6 0.3
H -4.865 -1.200 -1.853 1.0 0.8 0.1
H -3.133 0.631 -0.053 0.2 0.6 -0.2
H -6.088 0.012 0.018 0.5 -0.4 0.3
H -5.188 1.261 0.827 0.2 0.0 0.3
C 4.645 -2.511 -0.429 -1.1 1.4 0.2
C 4.184 -1.596 0.696 0.2 -0.4 -0.5
C 2.643 -1.558 0.918 1.4 -1.1 -0.9
O 2.560 -1.813 2.281 -3.0 0.1 1.1
C 3.695 -1.975 2.875 2.8 -0.1 3.3
O 3.894 -2.058 4.078 -0.9 -0.1 -2.3
O 4.691 -2.009 1.978 0.2 0.4 -0.8
H 4.268 -3.505 -0.501 -0.5 -0.7 0.4
H 5.684 -2.513 -0.505 1.9 -0.2 0.2
H 4.332 -1.942 -1.287 -0.3 -0.1 -0.9
H 4.592 -0.589 0.429 -0.3 -0.6 0.6
H 2.101 -2.367 0.385 0.3 0.7 0.1
H 2.254 -0.588 0.739 -0.7 0.7 -0.4
C -2.812 -5.252 0.817 0.1 -0.3 0.1
C -3.228 -6.532 0.169 0.7 -0.9 1.4
C -3.100 -7.764 1.150 0.9 0.6 -1.7
O -4.422 -8.156 1.336 -0.3 -0.9 1.1
C -5.273 -7.402 0.664 -5.0 -0.2 0.6
O -6.516 -7.506 0.802 4.4 0.4 -0.8
O -4.656 -6.532 -0.130 1.1 0.3 -0.3
H -3.367 -5.067 1.704 -0.9 0.4 0.6
H -2.913 -4.459 0.128 -0.3 1.2 -0.6
H -1.789 -5.234 1.155 0.6 -0.5 -0.2
H -2.584 -6.733 -0.697 -0.8 0.1 -0.2
H -2.558 -7.620 2.097 -0.5 0.3 -0.3
H -2.576 -8.515 0.566 0.1 -0.5 0.3
C -2.064 5.507 -3.047 1.0 -0.7 -0.7
C -2.326 5.819 -1.629 -1.4 1.6 0.3
C -3.835 5.907 -1.323 -0.8 1.4 -0.4
O -4.170 4.688 -0.710 0.6 -1.0 0.8
C -3.045 4.072 -0.320 0.8 -3.2 1.0
O -2.986 3.005 0.322 -0.1 4.1 -2.1
O -1.944 4.756 -0.832 -0.3 -2.4 2.0
H -1.000 5.215 -3.066 -0.4 0.2 -0.6
H -2.273 6.331 -3.728 0.1 0.1 0.1
H -2.658 4.643 -3.358 0.0 0.0 0.0
H -1.746 6.689 -1.261 -0.6 -0.2 -0.4
H -4.496 6.005 -2.189 0.5 0.0 -0.2
H -4.129 6.721 -0.659 0.3 0.0 0.2
C -0.591 -2.867 2.815 3.4 -1.0 -0.9
O -0.404 -1.569 3.411 -0.5 0.2 0.2
C -0.291 -0.522 2.659 0.4 0.1 -8.0
O -0.315 -0.590 1.168 0.0 0.5 8.4
O -0.070 0.613 3.307 -0.5 -2.6 0.9
C -0.089 1.824 2.616 -1.8 0.3 -2.9
H -0.832 -3.666 3.498 0.3 0.6 1.2
H 0.349 -3.171 2.240 -1.0 0.7 1.1
H -1.308 -2.991 2.094 -2.3 1.1 -1.7
H -0.205 2.660 3.279 -0.2 0.0 0.7
H -0.978 1.777 1.849 1.8 0.4 1.3
H 0.853 1.965 2.107 0.2 0.0 -0.4
C 0.032 2.248 -0.791 -0.7 -1.1 1.9
O 0.169 2.557 -2.139 0.1 0.8 -2.5
C -0.786 2.300 -3.005 -7.1 -2.4 2.2
O -1.985 1.701 -2.645 6.7 3.2 -2.4
O -0.524 2.817 -4.195 1.0 0.3 0.6
C -1.383 2.684 -5.322 -0.1 -0.6 -0.3
H -0.298 3.086 -0.155 0.5 0.0 -0.6
H 0.975 1.809 -0.480 0.1 0.3 0.2
H -0.727 1.492 -0.646 -0.2 -0.3 -0.1
H -1.180 1.752 -5.812 0.4 -0.5 -0.3
H -1.294 3.483 -6.061 0.7 0.2 0.6
H -2.394 2.625 -5.038 -1.3 0.1 0.7
C 3.683 3.035 -0.092 -3.6 -2.2 -0.6
C 4.681 4.038 0.142 2.5 0.0 0.3
C 4.989 4.294 1.630 0.7 0.5 1.0
C 5.561 5.666 1.829 0.2 0.7 0.5
N 6.006 6.723 2.025 -0.7 -1.7 -0.5
H 3.009 3.249 -0.963 0.9 -0.4 0.3
H 2.956 2.967 0.711 -0.1 0.1 0.4
H 4.099 2.025 -0.171 -0.1 0.1 -0.3
H 4.502 4.908 -0.434 -0.4 1.3 0.0
H 5.538 3.598 -0.375 0.7 0.6 0.4
H 5.735 3.599 2.080 -0.2 0.3 -0.7
H 4.136 4.141 2.336 0.2 0.5 -0.9
C 1.170 6.858 -2.817 0.9 -0.4 1.7
C 1.333 5.919 -1.550 0.9 0.7 0.2
C 1.064 6.554 -0.161 0.8 -1.8 0.0
C 1.348 5.630 0.984 0.0 0.4 -1.4
N 1.556 4.841 1.787 0.0 -0.2 0.4
H 0.480 7.698 -2.688 0.1 -0.2 0.1
H 0.872 6.283 -3.661 -0.5 -0.6 -0.6
H 2.161 7.210 -3.071 0.1 0.6 0.0
H 2.345 5.461 -1.478 -0.5 0.5 -0.5
H 0.689 5.087 -1.636 -0.9 -1.0 -0.1
H 0.053 6.780 -0.052 -1.8 0.6 0.1
H 1.614 7.434 -0.004 0.9 1.3 0.1
C -0.347 -1.309 -3.680 1.3 -1.4 0.2
C 0.018 -1.600 -2.195 -0.3 0.2 -0.7
C -0.848 -2.672 -1.474 0.0 -0.3 0.2
C -0.030 -3.685 -0.753 1.1 -0.9 1.7
N 0.620 -4.478 -0.179 -1.6 1.9 -1.6
H 0.227 -0.513 -4.172 -0.4 0.3 0.6
H -1.394 -1.271 -3.877 -0.9 0.7 0.2
H -0.044 -2.167 -4.264 0.2 -0.6 -0.2
H -0.228 -0.738 -1.639 0.1 1.3 0.7
H 1.097 -1.754 -2.061 -0.3 -0.2 -0.2
H -1.398 -3.318 -2.151 -0.3 0.2 -0.5
H -1.608 -2.129 -0.832 1.1 -1.1 -0.2
```
Forces are in eV/Å.

Values from the calculation:
HOMO energy	-10.1	eV
orbital gap	10.0	eV
energy relative to the best compared isomer or geometry (same formula, charge and spin)	0.0	kcal/mol
net charge	0
DFT total energy	-3229.9209	hartree
SMILES string	C[C@H]1COC(=O)O1.C[C@H]1COC(=O)O1.C[C@H]1COC(=O)O1.C[C@H]1COC(=O)O1.C[C@H]1COC(=O)O1.COC(=O)OC.COC(=O)OC.CCCC#N.CCCC#N.CCCC#N